# 1
A cluster of 16 separate species, C28H92N28O16 in total at a distorted geometry, computed with ωB97M-V/def2-TZVPD.

**Net charge**: 0
**Maximum force**: 2.0 eV/A
**HOMO-LUMO gap**: 7.4 eV
**E_LUMO**: -0.0001 Ha

Atoms and positions in Å:
C -26.37144 -34.56655 -27.37993
C -26.84124 -33.42986 -26.49782
C -25.83879 -33.12705 -25.40764
O -26.29882 -32.08522 -24.58457
C -25.35922 -31.67125 -23.63445
N -27.20610 -32.24055 -27.31221
H -25.45100 -34.31173 -27.91213
H -27.09828 -34.92922 -28.10656
H -26.15898 -35.43236 -26.74240
H -27.76252 -33.74673 -25.99503
H -24.86617 -32.89651 -25.87062
H -25.67274 -34.02248 -24.78866
H -25.34754 -32.32745 -22.74985
H -25.66900 -30.67264 -23.33153
H -24.30376 -31.64425 -23.92632
H -27.89896 -31.74758 -26.75194
H -26.42087 -31.59400 -27.21372
C -25.43078 -37.54961 -30.06360
C -25.47732 -38.10963 -28.65472
C -26.76740 -38.87645 -28.41184
O -26.77454 -39.28660 -27.06616
C -27.96613 -39.90092 -26.65027
N -24.23479 -38.83729 -28.37948
H -25.40941 -38.34294 -30.81498
H -24.60505 -36.85566 -30.23301
H -26.30845 -36.92043 -30.24647
H -25.40964 -37.30850 -27.91353
H -26.86919 -39.64181 -29.19443
H -27.60941 -38.17240 -28.49768
H -27.85798 -40.10447 -25.58488
H -28.16069 -40.87956 -27.10335
H -28.82008 -39.23457 -26.81136
H -24.13920 -39.11490 -27.40921
H -24.17372 -39.69501 -28.92504
C -22.93442 -38.68119 -32.54754
C -22.58486 -39.08820 -33.97062
C -21.60901 -40.26894 -33.95080
O -22.22653 -41.35258 -33.27999
C -21.30497 -42.38494 -32.96779
N -23.82956 -39.51456 -34.69144
H -23.43636 -37.71885 -32.45873
H -22.06687 -38.67364 -31.88733
H -23.59226 -39.47835 -32.18783
H -22.08184 -38.30115 -34.54042
H -20.60930 -40.01836 -33.57825
H -21.43296 -40.61011 -34.98597
H -21.83636 -43.13571 -32.38611
H -20.50326 -42.00344 -32.33002
H -20.92753 -42.81904 -33.89706
H -23.55437 -39.74344 -35.64317
H -24.00097 -40.40565 -34.22599
C -20.91532 -30.71192 -30.02014
C -19.81911 -29.88328 -30.74069
C -19.98476 -28.44204 -30.29405
O -19.04341 -27.63568 -30.97898
C -19.19161 -26.26925 -30.66472
N -18.47250 -30.32988 -30.47584
H -20.94770 -31.70215 -30.47995
H -21.92056 -30.29995 -30.13112
H -20.68180 -30.79478 -28.95435
H -20.03930 -30.05983 -31.79637
H -19.85020 -28.36200 -29.20445
H -20.99074 -28.06502 -30.52619
H -20.23092 -25.95227 -30.82952
H -18.50348 -25.73244 -31.31071
H -18.98985 -26.09234 -29.59994
H -18.33613 -31.33218 -30.61258
H -18.16347 -30.23538 -29.51185
C -28.37277 -36.58347 -32.39881
O -29.23593 -35.71419 -32.31474
N -28.65902 -37.91534 -32.29680
N -27.05024 -36.27685 -32.55017
H -27.94209 -38.61466 -32.31174
H -29.61190 -38.15346 -32.09436
H -26.85806 -35.32942 -32.85925
H -26.39462 -37.02099 -32.70973
C -21.34324 -36.64803 -27.58257
O -20.51593 -36.29368 -26.73312
N -21.48589 -37.92157 -28.03809
N -22.27139 -35.80157 -28.11127
H -22.32826 -38.21107 -28.53205
H -20.79335 -38.59189 -27.75941
H -23.00385 -36.23435 -28.64357
H -22.19587 -34.79692 -27.99369
C -23.86603 -32.66791 -35.51446
O -23.02348 -31.77978 -35.30459
N -24.07195 -33.08856 -36.81737
N -24.63325 -33.26031 -34.59970
H -24.82271 -33.72937 -37.01336
H -23.64966 -32.45904 -37.47598
H -25.26998 -34.00388 -34.90780
H -24.46663 -32.97060 -33.64942
C -24.87513 -29.82970 -27.76111
O -24.57481 -29.87776 -26.55981
N -24.30084 -30.63811 -28.67801
N -25.83729 -28.99215 -28.23114
H -24.49552 -30.62742 -29.66743
H -23.58239 -31.23184 -28.28166
H -26.15314 -28.34742 -27.52991
H -25.95791 -28.91371 -29.22577
C -21.10567 -35.34150 -35.29178
O -21.99528 -35.26741 -34.43011
N -21.38018 -35.10118 -36.59322
N -19.83453 -35.61096 -34.93347
H -20.72798 -35.26163 -37.33850
H -22.24554 -34.63561 -36.82547
H -19.56165 -35.74552 -33.97740
H -19.11301 -35.62872 -35.63184
C -26.90033 -33.11131 -31.10288
O -26.35427 -33.50593 -32.14841
N -28.03419 -33.69162 -30.61305
N -26.36584 -32.17729 -30.28547
H -28.22510 -33.53025 -29.63654
H -28.54522 -34.43447 -31.07743
H -26.75351 -32.07205 -29.35248
H -25.55531 -31.66664 -30.57875
C -22.99266 -34.52220 -31.16133
O -21.76554 -34.40530 -31.14118
N -23.66316 -35.05014 -32.21337
N -23.79079 -33.97950 -30.19589
H -24.66815 -35.02862 -32.27621
H -23.08397 -35.29317 -33.00774
H -23.43745 -33.61013 -29.32411
H -24.78062 -34.01464 -30.37340
C -21.94362 -32.55669 -26.53258
O -22.55446 -32.86847 -27.57023
N -22.22174 -31.38985 -25.89041
N -21.05627 -33.38228 -25.92185
H -21.63179 -31.09704 -25.13569
H -23.03340 -30.87731 -26.23458
H -20.96479 -34.32372 -26.28343
H -20.40696 -33.03233 -25.24384
C -18.97031 -32.24138 -33.77104
O -17.97295 -31.54363 -33.77386
N -19.36867 -32.98751 -32.69116
N -19.79550 -32.36314 -34.86540
H -18.81984 -32.96613 -31.84666
H -20.26200 -33.45538 -32.67293
H -20.69973 -32.77887 -34.75764
H -19.44388 -31.89577 -35.67784
C -18.45104 -33.75330 -28.97339
O -18.04384 -33.23257 -30.00766
N -17.79926 -33.63180 -27.77747
N -19.65312 -34.38480 -28.90474
H -16.98829 -33.04631 -27.71282
H -18.09808 -34.13058 -26.96039
H -19.89379 -34.88230 -28.06231
H -19.97243 -34.66843 -29.82026
C -25.79988 -36.43939 -35.41124
O -26.22031 -35.28707 -35.59307
N -24.60604 -36.63688 -34.80683
N -26.47077 -37.54825 -35.79260
H -24.29571 -37.57602 -34.58403
H -24.01238 -35.84547 -34.61269
H -26.07776 -38.46850 -35.70414
H -27.42555 -37.43647 -36.08211
C -23.78194 -30.18262 -32.34504
O -24.45541 -29.87558 -31.34400
N -23.91208 -29.62252 -33.55894
N -23.00476 -31.29978 -32.37608
H -24.56620 -28.90411 -33.79877
H -23.32518 -30.00872 -34.28412
H -22.63003 -31.57018 -33.27714
H -23.00928 -31.90727 -31.57569

---

# 2
The ion CH8N3OSi with charge +1 at a distorted geometry, computed with ωB97M-V/def2-TZVPD.

**Net charge**: +1
**Maximum force**: 2.7 eV/A
**HOMO-LUMO gap**: 10.9 eV
**SMILES**: N/[NH+]=C(/N)O[SiH3]
**E_LUMO**: -0.1211 Ha

Atoms and positions in Å:
N 0.90677 1.65098 -0.03565
N 1.40523 0.34253 0.10123
C 0.58598 -0.69440 0.00744
N 1.25401 -1.92712 0.03038
O -0.70545 -0.58928 0.00551
Si -2.31883 0.02300 0.00967
H 1.68422 2.29156 0.10285
H 0.58636 1.67350 -0.98556
H 2.27684 0.04233 0.45361
H 2.21092 -1.95399 -0.31549
H 0.77187 -2.75841 -0.31698
H -2.99980 -1.45404 -0.10713
H -2.41856 0.60973 1.33309
H -2.52750 0.98104 -1.06844

---

# 3
A cluster of 9 separate species, C5H30N2O8S in total at a distorted geometry, computed with ωB97M-V/def2-TZVPD.

**Net charge**: 0
**Maximum force**: 6.5 eV/A
**HOMO-LUMO gap**: 8.5 eV
**SMILES**: C[C@@H](N)CNCCS.O.O.O.O.O.O.O.O
**E_LUMO**: -0.0189 Ha

Atoms and positions in Å:
C 1.24174 -2.44353 0.60836
C 1.52278 -1.38645 -0.45993
N 1.01516 -1.88103 -1.75507
C 0.74247 0.01849 -0.17831
N 0.96634 0.92778 -1.31421
C 0.03082 1.95503 -1.58401
C -1.27281 1.30293 -2.18833
S -2.50637 2.50199 -2.56106
H 0.53693 -2.13509 1.35529
H 0.84847 -3.36618 0.05157
H 2.16015 -2.87609 1.10316
H 2.59053 -1.07519 -0.58207
H 0.18880 -1.36217 -1.98869
H 1.49874 -1.76418 -2.59724
H 1.14235 0.32596 0.64139
H -0.28546 -0.25441 -0.01432
H 1.83457 1.33981 -1.23588
H 0.62535 2.74351 -2.23054
H -0.49029 2.41599 -0.65324
H -1.08949 0.71765 -3.19430
H -1.59823 0.53433 -1.36822
H -3.59764 1.87295 -2.17643
O -2.89539 1.38174 0.91237
H -2.97337 1.02054 1.86249
H -2.12647 1.95578 1.08968
O -2.04503 -2.30065 1.96734
H -1.72944 -1.51245 2.33333
H -2.96041 -2.44512 1.97252
O 0.80784 2.03998 3.27568
H 0.04287 1.70834 2.73801
H 0.79960 2.94768 3.00859
O -0.57086 -0.65914 -4.60101
H -0.74317 -1.09509 -3.76520
H 0.35687 -0.45350 -4.79938
O -0.96521 -0.21666 3.47317
H -1.19506 0.50868 2.71414
H -0.00718 -0.24883 3.71277
O 0.61225 3.74162 1.48118
H -0.14796 4.19054 1.13615
H 1.31122 3.44867 1.00939
O 3.90838 0.01286 1.96971
H 3.43674 -0.45935 1.38807
H 3.12411 0.40716 2.50166
O -0.91917 -4.36256 -1.18062
H -0.36834 -4.35553 -0.40713
H -0.85775 -3.36681 -1.47084

---

# 4
A cluster of 3 separate species, C7H16O2 in total at a distorted geometry, computed with ωB97M-V/def2-TZVPD.

**Multiplicity**: 2
**Net charge**: -1
**Maximum force**: 11.6 eV/A
**HOMO-LUMO gap (alpha / beta)**: 2.6 / 9.2 eV
**E_LUMO (alpha / beta)**: 0.1278 / 0.1241 Ha

Atoms and positions in Å:
C -2.33414 -1.99552 -0.36168
C -1.66600 -0.62468 -0.11129
C -0.22719 -0.70543 0.35644
C 0.11296 -1.82676 0.97910
C 2.06798 1.49544 -1.57432
C 1.42761 0.30187 -0.87642
C 0.49163 0.48152 0.01006
H -3.23331 -1.82322 0.34478
H -1.78559 -2.81689 0.03266
H -2.58315 -2.10653 -1.40230
H -1.86915 -0.04920 -1.01471
H -2.22667 -0.08802 0.67403
H -0.46012 -2.84894 1.14936
H 1.13485 -2.07939 1.18841
H 3.02949 1.63491 -1.28670
H 1.84392 1.36806 -2.71494
H 1.38793 2.29007 -1.36255
H 1.67083 -0.78372 -1.25655
H 0.24745 1.52411 0.37001
H -1.24998 2.72469 1.20077
H -1.86285 2.45448 -0.20789
O -2.02407 2.56671 0.75888
H 3.04476 -0.42224 1.52736
H 2.14709 0.82155 1.83204
O 2.91572 0.50713 1.74544